{
  "formula": "C5H8IN3",
  "method": "ωB97M-V with the def2-TZVPD basis set",
  "multiplicity": 1,
  "charge": 0,
  "relative_energy_kcal_mol": 96.0,
  "homo_ev": -8.82,
  "lumo_ev": -0.154,
  "orbital_gap_ha": 0.3186,
  "fmax_ev_per_a": 4.19,
  "elements": ["C", "C", "C", "C", "C", "N", "N", "N", "I", "H", "H", "H", "H", "H", "H", "H", "H"],
  "xyz": [[1.05947, -0.32037, -0.16465], [-0.11070, -1.03617, 0.16465], [0.90587, 0.93353, 0.40194], [-0.46100, -2.35352, -0.30812], [1.93370, 2.05299, 0.36454], [-0.76945, -0.17571, 0.97766], [-0.15743, 1.01498, 1.11383], [-3.24370, 0.27743, -0.80035], [-2.81890, 0.07788, 0.97701], [1.84474, -0.87635, -0.82660], [-1.16367, -2.98253, 0.14022], [-0.90543, -2.16774, -1.27780], [0.59559, -2.67789, -0.60163], [2.31039, 2.27149, 1.37633], [2.60875, 1.73564, -0.31743], [1.55565, 3.00910, 0.01680], [-3.18386, 1.21724, -1.23638]],
  "forces_ev_per_angstrom": [[0.1, -3.7, -1.9], [1.8, 2.7, 0.9], [2.7, 1.7, -0.1], [2.2, 0.5, -2.8], [-2.6, 0.5, 2.1], [-1.6, -0.7, 0.6], [-1.3, 0.8, 0.6], [-0.7, 0.0, -2.2], [0.3, 0.0, 1.0], [-1.2, 1.8, 1.4], [-0.4, -1.1, 1.5], [-0.3, -0.1, -0.6], [-1.8, -1.0, 0.7], [0.3, -0.4, -0.5], [2.8, -0.7, -1.7], [-0.5, 0.0, -0.2], [0.3, -0.3, 1.2]],
  "nbo_charge": [-0.3519, 0.1626, 0.1552, -0.6690, -0.6270, -0.4063, -0.3240, -1.1690, 1.2609, 0.2245, 0.2408, 0.2434, 0.2395, 0.2264, 0.2100, 0.2215, 0.3624]
}

{
  "formula": "C7H15N2",
  "method": "ωB97M-V with the def2-TZVPD basis set",
  "multiplicity": 1,
  "charge": 1,
  "relative_energy_kcal_mol": 95.4,
  "homo_ev": [-12.43, -12.88],
  "lumo_ev": [-3.566, -4.042],
  "orbital_gap_ha": [0.3257, 0.3248],
  "fmax_ev_per_a": 4.65,
  "elements": ["C", "C", "C", "C", "C", "C", "C", "N", "N", "H", "H", "H", "H", "H", "H", "H", "H", "H", "H", "H", "H", "H", "H", "H"],
  "xyz": [[1.72854, 0.10464, 0.16107], [1.11794, 0.43689, -1.16274], [-0.17774, -0.40182, -1.45440], [-0.97466, -0.60358, -0.21499], [3.14211, 0.42935, 0.50337], [-1.56636, 1.63986, 0.85135], [-1.88987, 0.14440, 0.63463], [0.99771, -0.35395, 1.07239], [-1.32677, -2.06603, 0.01568], [0.92557, 1.56486, -1.05081], [1.91381, 0.61377, -1.93995], [-0.68532, 0.09909, -2.34865], [0.16818, -1.40865, -1.70043], [3.12869, 0.70854, 1.52994], [3.61272, 1.24679, -0.11443], [3.65714, -0.46754, 0.45989], [-1.07355, 2.08087, 0.01263], [-0.74441, 1.78642, 1.56558], [-2.43395, 2.20094, 1.11984], [-2.88302, 0.16159, 0.21505], [-2.15770, -0.33599, 1.61755], [-0.93336, -2.80769, -0.63558], [-2.43238, -2.35829, -0.05437], [-1.11330, -2.41448, 0.91737]],
  "forces_ev_per_angstrom": [[-1.2, -0.1, 0.4], [0.5, 2.6, -0.7], [0.7, 1.3, -0.7], [1.5, -1.6, 1.5], [-0.4, 2.2, -0.7], [1.6, -0.9, 0.5], [-1.1, 1.9, 1.1], [-1.2, -0.7, -0.9], [-3.1, -2.5, -2.5], [-0.5, -1.4, 0.1], [-0.9, -1.3, 0.2], [0.3, -0.9, 1.2], [0.0, 0.2, -0.6], [0.3, 0.4, 0.8], [-0.6, -1.0, 0.5], [1.5, -1.6, -0.4], [-0.3, 0.3, -1.2], [-0.6, -0.3, 0.5], [-0.4, 0.3, 0.2], [-0.7, -0.2, -0.9], [1.1, 0.1, -0.7], [0.0, 1.5, 0.6], [2.8, 1.5, 0.1], [0.8, 0.1, 1.6]],
  "nbo_charge": [0.2008, -0.4536, -0.4884, 0.3120, -0.6512, -0.5974, -0.5100, -0.2886, -0.7329, 0.2500, 0.2617, 0.2696, 0.2215, 0.2494, 0.2392, 0.2467, 0.2102, 0.2326, 0.2356, 0.2287, 0.2393, 0.4442, 0.4367, 0.4438]
}

- What is the formula in the second record?
  C7H15N2